{
  "formula": "C28H21Br2N3O4S5Ta",
  "method": "ωB97M-V with the def2-TZVPD basis set",
  "total_charge": -1,
  "orbital_gap_ev": 5.403,
  "de_lowest_kj_mol": 207.03,
  "e_lumo_ev": 1.187,
  "elements": ["Ta", "S", "S", "S", "S", "C", "C", "C", "C", "C", "C", "N", "N", "C", "C", "C", "C", "C", "C", "H", "H", "H", "H", "H", "H", "H", "H", "H", "Br", "C", "C", "C", "Br", "C", "C", "C", "C", "N", "C", "C", "O", "H", "H", "H", "H", "C", "C", "C", "C", "C", "C", "H", "H", "H", "H", "H", "C", "S", "O", "O", "O", "H", "H", "H"],
  "xyz": [[0.136179, -0.096218, -0.239266], [1.088763, 4.191177, 1.369978], [2.380180, 3.539925, -0.093543], [1.283416, 3.268721, -1.803387], [-0.372153, 2.116151, -1.346152], [-3.053940, 3.186409, 3.197373], [-4.102741, 2.574988, 2.511436], [-3.832122, 1.676736, 1.495896], [-2.509624, 1.385500, 1.183245], [-1.462287, 1.962680, 1.890357], [-1.738424, 2.888781, 2.895306], [-2.116992, 0.507804, 0.138846], [-3.034740, 0.120122, -0.603318], [-2.609910, -0.703303, -1.652091], [-3.624520, -1.244833, -2.441719], [-3.283039, -2.110208, -3.460445], [-1.938558, -2.417209, -3.649774], [-0.949571, -1.849120, -2.857369], [-1.240873, -0.937790, -1.838314], [-3.270818, 3.901674, 3.980932], [-5.128218, 2.809547, 2.764492], [-4.624819, 1.201811, 0.936272], [0.406222, 2.512728, 1.506242], [-0.913279, 3.350680, 3.420779], [-4.652378, -0.980817, -2.227578], [-4.044150, -2.552575, -4.090303], [-1.656172, -3.114630, -4.430310], [0.078112, -2.131730, -3.043081], [1.526637, -4.627022, -0.451615], [0.695501, -4.088525, 1.144543], [0.704800, -4.957189, 2.252320], [0.111856, -4.592862, 3.420872], [0.154909, -5.807152, 4.881079], [-0.523945, -3.333629, 3.561995], [-1.145972, -2.865660, 4.739086], [-1.705979, -1.621700, 4.750280], [-1.647210, -0.831538, 3.585642], [-1.080567, -1.230841, 2.475742], [-0.525944, -2.466488, 2.447280], [0.097891, -2.857346, 1.216436], [0.058944, -2.018090, 0.199568], [1.193179, -5.916721, 2.160678], [-1.167557, -3.496860, 5.616898], [-2.189248, -1.231867, 5.635754], [-2.080694, 0.163100, 3.583176], [3.414901, -0.988978, -3.892654], [3.577128, -1.458465, -2.599228], [2.646565, -1.138832, -1.616689], [1.508226, -0.373848, -1.899962], [1.376182, 0.091931, -3.211227], [2.310370, -0.202166, -4.191958], [4.147850, -1.219647, -4.657002], [4.439459, -2.061951, -2.339802], [2.829027, -1.501446, -0.611880], [0.519567, 0.702028, -3.469155], [2.176668, 0.188807, -5.194060], [2.938415, 1.143558, 2.787891], [1.956883, -0.153797, 2.003189], [1.928662, 0.486799, 0.530682], [2.815835, -1.353270, 1.983411], [-0.213322, 1.591383, 1.580510], [3.797710, 0.634538, 3.219833], [2.343095, 1.637979, 3.553108], [3.222034, 1.864865, 2.025153]],
  "forces_ev_per_angstrom": [[-0.7994, 1.4907, 0.1590], [0.0972, -0.1921, -0.0864], [0.0094, 0.0550, 0.1476], [-0.0668, -0.0749, -0.0593], [-0.1854, 0.0311, -0.1600], [-0.0294, 0.0136, 0.0146], [0.0024, -0.0111, -0.0163], [0.0053, 0.0197, 0.0433], [0.0894, -0.0017, 0.0258], [-0.0772, 0.0206, -0.0123], [0.0443, -0.0195, -0.0012], [0.0352, -0.2872, -0.0960], [-0.0574, -0.0009, -0.0447], [-0.0251, 0.0253, 0.0000], [0.0367, 0.0024, -0.0041], [-0.0049, 0.0012, 0.0114], [-0.0136, -0.0138, -0.0233], [-0.0082, 0.0291, 0.0059], [0.1001, -0.2653, -0.0606], [0.0086, 0.0007, 0.0001], [0.0011, 0.0010, 0.0035], [0.0119, -0.0081, -0.0070], [-0.1721, 0.2126, 0.0646], [-0.0112, -0.0004, 0.0088], [-0.0047, -0.0055, -0.0094], [-0.0027, 0.0051, 0.0006], [0.0091, 0.0009, 0.0057], [0.0216, 0.0108, 0.0037], [0.0298, 0.0018, -0.0573], [-0.0776, -0.0042, 0.0892], [0.0359, -0.0380, -0.0306], [-0.0152, 0.0255, 0.0012], [0.0016, -0.0070, 0.0034], [0.0175, 0.0024, -0.0217], [-0.0120, 0.0220, 0.0033], [0.0139, -0.0219, 0.0179], [0.0002, 0.0013, -0.0511], [-0.1049, -0.0405, -0.0164], [0.0627, -0.0528, -0.0248], [-0.1506, 0.1298, 0.0846], [0.2705, 0.2373, 0.2352], [-0.0016, 0.0001, 0.0003], [0.0010, 0.0000, -0.0010], [0.0033, 0.0002, 0.0009], [-0.0106, -0.0159, 0.0028], [0.0084, 0.0068, 0.0096], [0.0046, -0.0092, -0.0155], [-0.0401, -0.0969, -0.0320], [0.3759, -0.0481, -0.2751], [-0.0229, 0.0194, 0.0081], [0.0006, -0.0021, -0.0067], [-0.0015, -0.0028, 0.0004], [-0.0054, -0.0031, -0.0019], [-0.0030, -0.0079, -0.0002], [-0.0006, -0.0067, -0.0065], [-0.0045, 0.0027, 0.0023], [-0.0254, -0.0053, -0.0147], [0.4281, -0.0306, 0.2202], [-0.1896, -0.7521, 0.1674], [0.1178, -0.0202, -0.0182], [0.2593, -0.3440, -0.1825], [0.0045, 0.0374, 0.0161], [-0.0264, -0.0111, -0.0028], [0.0421, -0.0057, -0.0178]],
  "nbo_charge": [1.993, -0.551, -0.058, -0.020, -0.366, -0.188, -0.247, -0.212, 0.098, 0.335, -0.260, -0.221, -0.104, 0.090, -0.200, -0.246, -0.187, -0.211, -0.351, 0.210, 0.209, 0.234, 0.449, 0.237, 0.213, 0.205, 0.204, 0.226, 0.091, -0.162, -0.214, -0.107, 0.033, -0.045, -0.151, -0.261, 0.071, -0.404, 0.095, 0.386, -0.769, 0.237, 0.224, 0.218, 0.206, -0.223, -0.223, -0.204, -0.430, -0.122, -0.260, 0.198, 0.201, 0.232, 0.211, 0.200, -0.841, 1.540, -0.981, -0.984, -0.780, 0.237, 0.232, 0.267]
}